No. 1
Below is C44H68KO23S3 as an isolated structure, with properties calculated with ωB97M-V with the def2-TZVPD basis set.

Total charge: -1
Electronic energy (eV): -142651.2101
Orbital gap (eV): 5.558

Last column: Mulliken charge in e.
Atoms and positions in Å:
K 0.8722 4.4918 -1.2579  0.965
C 1.3551 1.6023 -0.0205  -0.077
C 0.1966 1.7622 0.6374  0.023
C -1.0556 0.9294 0.2525  0.161
O -2.2302 1.1512 0.6958  -0.454
C -1.0463 0.0451 -0.8006  0.604
C 0.1796 -0.2063 -1.4990  0.027
C 1.4822 0.5727 -1.0400  -0.269
O 2.6242 0.3145 -1.5640  -0.348
O 0.1935 -0.8673 -2.5452  -0.843
O 0.2192 2.8431 1.3976  -1.012
H 2.2227 2.2404 0.0603  0.262
H -1.9492 -0.4471 -1.1307  -0.133
C 5.8483 0.1223 -2.7862  -0.575
S 5.7799 2.0212 -2.8429  0.292
O 4.5104 2.2184 -3.6518  -0.578
C 5.1832 2.2207 -1.1099  -0.043
H 6.1495 -0.3639 -3.7142  0.481
H 4.9118 -0.2418 -2.3637  -0.183
H 6.6362 -0.0960 -2.0653  0.407
H 5.5409 3.1707 -0.7129  0.485
H 5.5094 1.4104 -0.4580  -0.180
H 4.1070 2.0733 -1.2006  -0.169
C -3.4716 3.3776 5.4718  -0.597
S -3.6064 4.7893 4.3192  0.410
O -2.4924 5.8138 4.5693  -0.643
C -3.3081 3.8684 2.7386  0.042
H -4.4229 2.8550 5.3721  0.303
H -3.5343 3.8138 6.4687  0.405
H -2.5524 2.8170 5.3020  -0.001
H -3.7278 4.4186 1.8964  0.205
H -3.8800 2.9433 2.8116  -0.168
H -2.2869 3.5220 2.5797  0.002
C 2.5347 0.4045 4.5243  -0.709
S 1.0666 -0.2874 3.6891  0.912
O 0.6863 -1.5529 4.5052  -0.801
C -0.4090 0.8119 4.1380  -1.309
H 2.2978 0.6137 5.5675  0.443
H 2.6525 1.3456 3.9872  -0.042
H 3.3884 -0.2534 4.3621  0.205
H -1.3084 0.4513 3.6389  0.127
H -0.0134 1.8144 3.9754  0.367
H -0.4393 0.7710 5.2268  0.685
O 0.8767 -2.4422 -4.8062  -0.619
C -0.2190 -3.0556 -4.8318  0.221
O -0.3601 -4.2811 -5.3372  -0.406
C -1.7871 -4.6017 -5.4846  -0.608
C -2.3659 -3.7034 -4.3920  0.112
C -1.5176 -2.4958 -4.3512  1.196
H -1.8811 -5.6669 -5.2736  0.324
H -2.1291 -4.3456 -6.4873  0.287
H -2.2876 -4.2126 -3.4314  -0.051
H -3.3584 -3.3739 -4.6995  0.209
H -1.5751 -1.8255 -3.4936  -0.976
H -1.7776 -1.8137 -5.1606  0.413
O -5.8664 1.0928 3.7592  -0.630
C -5.3671 0.0453 3.3565  0.188
O -4.9334 -1.0283 4.2167  -0.379
C -4.4414 -2.0221 3.4114  -0.391
C -5.0270 -1.8228 2.0132  0.472
C -5.2002 -0.3407 1.8947  0.547
H -4.7476 -2.9709 3.8521  0.319
H -3.3514 -2.0177 3.4136  0.176
H -5.9861 -2.3403 2.0329  0.279
H -4.3612 -2.3345 1.3182  -0.513
H -6.0103 -0.0157 1.2418  0.523
H -4.3415 0.2521 1.5795  -0.507
O 4.4927 3.2554 4.8023  -0.529
C 3.9740 4.0923 4.1302  0.379
O 3.1990 5.1680 4.6266  -0.416
C 2.9895 6.1925 3.6185  -0.407
C 3.7037 5.6841 2.3704  -0.405
C 4.0479 4.2621 2.6221  0.746
H 3.4136 7.1532 3.9106  0.237
H 1.9121 6.3251 3.5194  0.308
H 4.5148 6.3525 2.0817  0.346
H 2.9878 5.7242 1.5495  0.059
H 5.0264 3.9879 2.2279  0.337
H 3.3438 3.5733 2.1553  -0.630
O 6.1795 0.1613 3.4321  -0.677
C 5.7828 -0.5408 2.4964  0.576
O 4.6728 -0.2754 1.9211  -0.190
C 4.2647 -1.2219 0.9362  1.026
C 5.2965 -2.2738 0.8708  -0.275
C 6.3878 -1.7923 1.8877  -0.651
H 4.2739 -0.7684 -0.0549  -0.719
H 3.2809 -1.6120 1.1974  -0.033
H 5.5804 -2.3918 -0.1750  0.151
H 4.7860 -3.1920 1.1614  0.266
H 7.3553 -1.6021 1.4232  0.304
H 6.5265 -2.5073 2.6987  0.259
O 3.8589 -1.9954 -4.1529  -0.568
C 3.9506 -2.9089 -3.3119  0.218
O 5.0139 -3.8288 -3.4407  -0.430
C 4.7766 -4.9675 -2.5739  -0.456
C 3.2856 -4.7828 -2.1160  -0.758
C 2.9502 -3.3562 -2.2885  3.038
H 5.4387 -5.0057 -1.7088  0.248
H 4.9079 -5.9081 -3.1087  0.315
H 3.2137 -5.1487 -1.0918  0.326
H 2.6869 -5.5009 -2.6763  0.368
H 3.1026 -2.7365 -1.4048  -1.115
H 1.9187 -3.1969 -2.6025  -1.155
O -4.2719 3.5739 -4.4406  -0.678
C -3.9878 3.5045 -3.2556  0.463
O -4.8037 3.6352 -2.2778  -0.422
C -4.1978 3.6565 -0.9801  -0.214
C -2.7739 3.9831 -1.2889  0.066
C -2.5768 3.3733 -2.6373  -0.042
H -4.3871 2.6935 -0.5059  -0.029
H -4.7367 4.3758 -0.3635  0.350
H -2.1472 3.6833 -0.4490  -0.088
H -2.6918 5.0638 -1.4041  0.393
H -2.1694 2.3659 -2.7231  -0.191
H -1.9292 3.9847 -3.2656  0.535
O -3.4523 -4.3431 0.0221  -0.712
C -2.3334 -3.8999 0.0954  0.409
O -1.9807 -3.4476 1.2484  -0.330
C -0.6505 -2.9068 1.0634  0.418
C -0.0813 -3.6489 -0.0913  0.136
C -1.3094 -3.8219 -0.9723  1.317
H 0.0183 -3.0521 1.9118  0.435
H -0.6667 -1.8405 0.8376  -0.775
H 0.3348 -4.6245 0.1600  0.414
H 0.7155 -3.0241 -0.4948  -0.475
H -1.3041 -4.7735 -1.5038  0.702
H -1.4360 -2.9694 -1.6396  -1.628
O -6.5573 -2.2199 -4.1271  -0.704
C -5.6918 -1.6246 -3.4859  0.214
O -4.9282 -2.2690 -2.6293  -0.459
C -4.0725 -1.4421 -1.8603  1.769
C -4.0600 -0.1668 -2.7088  0.758
C -5.3406 -0.2175 -3.4243  -0.462
H -3.1194 -1.9706 -1.8825  -1.029
H -4.3917 -1.3103 -0.8265  -0.468
H -3.2756 -0.1192 -3.4643  0.184
H -3.8503 0.7082 -2.0936  -0.530
H -5.2626 0.3636 -4.3432  0.441
H -6.1258 0.3248 -2.8975  0.279

Cartesian forces (eV/Å) of the 6 atoms listed first:
-0.1 -0.8 0.5
1.2 -2.8 -3.4
-0.4 3.9 1.8
-2.9 0.5 0.2
1.1 1.1 1.4
3.1 -0.5 -0.6


No. 2
Below is CH4O4PS as an isolated structure, with properties calculated with ωB97M-V with the def2-TZVPD basis set.

Total charge: -1
Electronic energy (eV): -29417.2490
Orbital gap (eV): 8.994
Energy above the lowest of the compared OMol25 structures with the same formula, charge and spin (kJ/mol): 9.6

Last column: natural (NBO) charge in e.
Atoms and positions in Å:
C 1.4508 -0.3441 0.3972  -1.040
O -3.0830 0.0500 -0.6735  -0.981
O -0.5672 0.7336 -0.8428  -0.996
O -1.0951 -1.4604 -0.5598  -1.024
O -1.6657 0.0920 1.2701  -1.012
P 0.4765 1.1943 0.3648  0.904
S -1.7375 -0.2368 -0.1588  2.537
H 2.2066 -0.3717 -0.4671  0.210
H 0.7984 -1.2243 0.0376  0.317
H 1.1460 1.8769 -0.6806  -0.128
H 2.0703 -0.3095 1.3129  0.213

Cartesian forces (eV/Å) of the 6 atoms listed first:
1.7 -0.8 -2.1
1.8 -0.2 -0.3
-2.0 0.9 0.5
-1.0 -1.7 0.0
0.4 -0.4 -0.5
0.1 0.7 -0.5


No. 3
Below is a single C3H3N3 molecule, with properties calculated with ωB97M-V with the def2-TZVPD basis set.

Total charge: 0
Electronic energy (eV): -7624.6179
Orbital gap (alpha / beta) (eV): 6.556 / 8.968
Energy above the lowest of the compared OMol25 structures with the same formula, charge and spin (kJ/mol): 475.8

Last column: natural (NBO) charge in e.
Atoms and positions in Å:
C -0.0486 0.8108 0.2500  -0.290
C 1.1424 0.1714 0.0529  -0.174
N 1.0931 -1.1758 0.2497  0.004
N 0.6723 -2.2174 0.3315  0.107
N -1.8190 -1.0147 0.1671  -0.241
C -1.3486 0.1073 -0.0199  -0.092
H -0.0686 1.8944 0.1881  0.225
H 2.1146 0.5672 -0.1996  0.242
H -1.7408 0.8539 -0.7669  0.220

Cartesian forces (eV/Å) of the 6 atoms listed first:
-0.3 0.3 0.1
0.2 -1.2 0.0
0.3 1.1 0.1
0.1 -0.7 -0.1
-0.1 0.2 0.0
0.9 1.1 -0.7